# 1
115
Properties=species:S:1:pos:R:3 method="wB97M-V/def2-TZVPD" largest_force_ev_per_a=19.49 energy_ev=-110286.4863 homo_energy_ev=-11.203 homo_lumo_gap_ev=8.26 charge=+1 de_lowest_kj_mol=604.96
C 1.93186 -1.03939 -0.32834
C 1.16780 -0.09862 0.43108
O 0.78017 -0.32152 1.59689
N 0.96558 1.33831 -0.21687
H 1.54289 1.29329 -0.96746
H 0.08044 1.17245 -0.68791
C 0.86052 2.48967 0.73878
H 1.75776 -0.93813 -1.29006
H 1.54066 -2.20705 -0.08327
H 2.97560 -0.95571 -0.22122
H 0.03343 2.27474 1.41030
H 0.48268 3.53820 0.35324
H 1.80854 2.46971 1.23763
C -4.59683 0.76721 1.24822
C -3.31488 1.51967 1.00359
O -2.35511 1.51970 1.79503
N -3.18497 2.18016 -0.36724
H -2.78123 3.00261 -0.29085
H -2.38478 1.65529 -0.81030
C -4.31008 2.04665 -1.33714
H -4.79233 -0.16010 0.64394
H -5.43571 1.31998 1.04449
H -4.68588 0.56343 2.29347
H -4.33626 1.07152 -1.99558
H -4.42224 2.88532 -2.06170
H -5.26614 2.20001 -0.91014
C -0.27427 3.93140 -3.27222
C 0.09530 2.76515 -4.13514
O 0.07871 2.88814 -5.45268
N 0.37657 1.44599 -3.64738
H 1.01900 1.48387 -2.96377
H -0.25556 1.25486 -3.04403
C 0.39885 0.25932 -4.61259
H -0.86498 4.84788 -3.60681
H 0.54260 4.59965 -3.37436
H -0.66383 3.70298 -2.53925
H 0.95626 0.71598 -5.31956
H -0.37731 0.14327 -5.15898
H 0.64745 -0.62772 -4.00733
O -1.30070 0.77875 -1.56948
H -1.51803 -0.18311 -1.61436
O 2.46478 1.63713 -2.21493
H 3.29578 1.99371 -2.67104
F -4.74123 -2.75290 2.51610
C -3.55421 -3.26030 2.53494
C -2.37289 -2.47835 2.31767
C -1.13651 -3.07757 2.43212
C -0.93393 -4.45073 2.94637
C -2.09645 -5.14084 3.23833
C -3.39758 -4.59025 3.05687
H -2.54894 -1.55561 2.14404
H -0.31887 -2.18805 2.19010
H 0.10157 -4.70462 2.97279
H -1.92445 -6.23585 3.62321
H -4.17162 -5.31397 3.27589
C 5.92257 2.35287 0.98878
C 4.74502 2.69083 0.01368
C 4.49944 4.10962 0.08734
S 6.17114 4.71218 0.15985
O 6.15132 6.04125 0.71965
O 6.94909 4.42570 -1.00975
C 6.70706 3.61718 1.37547
H 6.49080 1.60205 0.51278
H 5.57867 1.97142 1.91008
H 3.86609 1.97873 -0.17095
H 5.32698 2.47473 -0.91435
H 4.04506 4.47767 0.93653
H 3.77493 4.24299 -0.73714
H 6.41907 4.24644 2.21126
H 7.69855 3.56984 0.98281
C 2.94054 -7.30381 -2.79344
C 2.33000 -7.45825 -1.46759
C 1.76822 -6.29475 -1.08352
S 2.82545 -5.05373 -1.71683
O 3.74614 -4.77128 -0.68291
O 1.89662 -3.99366 -2.19820
C 3.59656 -5.92960 -3.02616
H 2.10159 -7.42866 -3.40528
H 3.68014 -8.03676 -3.17679
H 3.02068 -7.66554 -0.79256
H 1.41945 -8.13920 -1.39825
H 1.31086 -6.07273 -0.14894
H 0.92805 -6.35868 -1.59476
H 4.62432 -6.02630 -2.67935
H 3.61137 -5.50935 -3.93101
C -2.62359 4.49120 6.48164
C -3.22252 5.16314 5.23564
C -2.53179 4.79771 4.05562
S -0.84621 4.90630 4.59574
O -0.46427 6.29637 4.79549
O -0.06367 4.02497 3.84390
C -1.13491 4.30967 6.14253
H -3.13082 3.39835 6.61330
H -2.86352 5.22913 7.31202
H -3.22180 6.29883 5.57596
H -4.19172 5.08188 5.06752
H -2.36343 5.57160 3.09711
H -2.87987 3.85033 3.57401
H -0.57912 4.51867 7.01279
H -0.92372 3.21410 6.13123
C -1.11652 -2.76108 -2.56311
C -1.51359 -2.93432 -1.17188
C -2.87267 -3.43743 -1.17766
S -3.63910 -2.67380 -2.40977
O -4.11282 -1.44077 -1.81252
O -4.63435 -3.62817 -2.98889
C -2.34813 -2.47902 -3.51790
H -0.54430 -3.61697 -2.99730
H -0.38875 -2.13477 -2.79653
H -1.58511 -1.97990 -0.73324
H -0.84920 -3.41824 -0.48351
H -3.11021 -3.23181 -0.40900
H -3.01986 -4.67495 -1.19321
H -2.53557 -1.41318 -4.03608
H -2.42165 -3.27463 -4.48745

---

# 2
18
Properties=species:S:1:pos:R:3 method="wB97M-V/def2-TZVPD" largest_force_ev_per_a=5.49 energy_ev=-8894.6628 homo_energy_ev=-8.354 homo_lumo_gap_ev=7.88 charge=0 de_lowest_kj_mol=678.73
C 0.07747 -1.63909 -1.70252
C 0.71654 -0.65497 -0.82627
N 1.08981 -0.81421 0.51513
C 0.79167 0.48715 1.17649
C -0.22209 2.68040 0.36533
C -0.30549 1.33841 0.47998
H 0.21112 -2.73294 -1.53809
H -0.24704 -1.43834 -2.74658
H 1.22955 0.00044 -1.40853
H 0.49942 -1.62700 0.72515
H 0.52527 0.15374 2.24710
H 1.74125 1.01611 1.26753
H -1.01388 3.15433 -0.21826
H 0.67994 3.24482 0.70413
H -1.15062 0.61170 0.31611
H -0.64530 -1.10187 -0.70453
H -2.13686 -1.79180 0.79314
O -1.84073 -0.88690 0.55468

---

# 3
111
Properties=species:S:1:pos:R:3 method="wB97M-V/def2-TZVPD" largest_force_ev_per_a=1.42 s2=8.77 energy_ev=-165878.4248 homo_energy_ev="-5.341 / -7.445" spin_multiplicity=6 homo_lumo_gap_ev="5.85 / 7.60" charge=0
Ru -0.16362 -0.27260 0.21778
C -3.93222 1.80852 4.46662
C -2.66908 2.19115 4.90226
C -1.54361 1.51447 4.45931
C -1.66924 0.44287 3.57693
C -2.93801 0.05797 3.15118
C -4.06560 0.74074 3.59194
P -0.23144 -0.53882 2.98869
C 0.24845 -1.34970 4.57119
C -0.67658 -1.62654 5.57638
C -0.29310 -2.31627 6.71773
C 1.01538 -2.75161 6.86664
C 1.93999 -2.50000 5.86143
C 1.55780 -1.81041 4.72130
C 1.08638 0.68937 2.76367
C 1.86704 1.29107 3.74966
C 2.82918 2.21872 3.38235
C 3.00452 2.52649 2.03938
C 2.21915 1.91419 1.06812
C 1.23479 0.97366 1.39397
H -4.80945 2.34437 4.80744
H -2.56310 3.02025 5.59150
H -0.56267 1.82010 4.80116
H -3.03167 -0.77536 2.46366
H -5.04773 0.43770 3.24934
H -1.70304 -1.30086 5.46761
H -1.02148 -2.51634 7.49400
H 1.31340 -3.28795 7.75857
H 2.96300 -2.83856 5.96913
H 2.28276 -1.62720 3.93533
H 1.73779 1.03523 4.79593
H 3.44405 2.69621 4.13553
H 3.76228 3.24430 1.74513
H 2.41003 2.18517 0.03379
Cl 2.57434 -1.25040 -0.27410
C 2.77950 -2.88728 0.29591
C 4.07268 -3.38818 0.36811
C 4.26249 -4.69773 0.76863
C 3.16403 -5.49548 1.06639
C 1.88655 -4.97320 0.97599
C 1.66276 -3.64094 0.61645
P -0.08191 -2.89844 0.28827
C -0.98249 -3.71007 1.66452
C -0.33303 -3.99567 2.86776
C -1.00321 -4.58553 3.92653
C -2.35181 -4.89102 3.81861
C -3.01815 -4.59847 2.63895
C -2.34164 -4.01651 1.57624
C -0.25573 -4.05340 -1.14447
C -1.15709 -5.11106 -1.21552
C -1.22392 -5.91404 -2.34907
C -0.39374 -5.67580 -3.43141
C 0.52334 -4.63401 -3.36484
C 0.59116 -3.83724 -2.23606
H 4.91463 -2.76337 0.10136
H 5.26463 -5.10115 0.83223
H 3.30857 -6.52783 1.35963
H 1.03118 -5.60545 1.18265
H 0.70959 -3.74062 2.98717
H -0.46741 -4.79363 4.84439
H -2.87939 -5.34403 4.64829
H -4.07234 -4.82667 2.53857
H -2.88636 -3.80258 0.67107
H -1.80398 -5.33597 -0.38020
H -1.93003 -6.73493 -2.37797
H -0.45517 -6.29713 -4.31538
H 1.19151 -4.44280 -4.19556
H 1.31369 -3.02801 -2.19742
C -4.41200 -1.65339 -0.22747
O -3.13193 -1.36507 0.31953
C -1.97568 -1.53974 -0.42311
C -2.19791 -1.76564 -1.89579
H -5.13920 -1.33512 0.51736
H -4.53786 -2.72474 -0.41892
H -4.59278 -1.11206 -1.15737
H -2.79886 -2.66077 -2.11025
H -1.24101 -1.89680 -2.39369
H -2.71257 -0.91887 -2.36763
Br -5.60984 1.94736 -0.78745
C -3.95848 2.23416 0.11021
C -3.86470 3.18663 1.10820
C -2.61613 3.34893 1.68938
C -1.56170 2.55870 1.27627
N -1.65843 1.63325 0.31313
C -2.85494 1.49883 -0.26803
H -4.71812 3.77725 1.40818
H -2.46408 4.08491 2.46713
H -0.58131 2.66382 1.72480
H -2.91827 0.78437 -1.07786
C -0.59460 0.86841 -3.43622
N -0.19659 1.61122 -4.62973
C 1.19538 1.27570 -4.93774
N 2.09165 1.59375 -3.82490
C 1.64402 0.85076 -2.65094
N 0.25392 1.17014 -2.26595
C 0.16984 2.63008 -2.03943
N 0.59949 3.40186 -3.20182
C -0.26168 3.04334 -4.32951
C 1.97370 3.02411 -3.53429
H -0.53390 -0.19822 -3.65320
H -1.62912 1.12499 -3.19676
H 1.50898 1.83647 -5.82030
H 1.26468 0.20772 -5.15574
H 2.30693 1.07982 -1.81585
H 1.70732 -0.21838 -2.86309
H 0.78332 2.89270 -1.17742
H -0.86389 2.88936 -1.81499
H 0.05007 3.60560 -5.21182
H -1.29292 3.31010 -4.08787
H 2.62413 3.26998 -2.69199
H 2.29910 3.59249 -4.40774

---

Question: Which of these has the highest charge?
Answer: C31H63FN3O13S4

---

Question: Look up the charge of the third one.
Answer: 0